[1]
C24H22Br6N4O6 as an isolated structure. Source: the OMol25 dataset; level of theory: the ωB97M-V functional and the def2-TZVPD basis.

```
62
Properties=species:S:1:pos:R:3:forces:R:3:nbo_charge:R:1
N -2.65286 7.11232 -1.95251 1.3 -1.5 0.6 -0.504
C -3.40232 6.00139 -2.17511 -0.6 -1.9 -0.5 -0.068
C -2.77760 4.82642 -1.65542 -1.1 2.5 -0.8 -0.317
C -1.62609 5.30390 -1.03887 1.8 2.1 -0.4 -0.298
C -1.50209 6.69125 -1.30428 -0.7 -0.7 0.5 -0.091
H -2.77224 8.04580 -2.31921 -0.3 -0.4 0.1 0.420
H -4.29488 6.04846 -2.78135 0.0 0.1 0.1 0.204
H -3.05009 3.79327 -1.81266 -0.3 0.2 0.2 0.232
H -0.81839 4.74305 -0.59224 -0.2 0.0 0.0 0.216
H -0.74882 7.43650 -1.09547 0.1 -0.3 0.3 0.208
C -1.42857 0.48723 0.97899 1.1 0.3 0.0 -0.438
Br -1.14157 -0.37263 -0.73764 -0.2 0.7 0.6 0.129
Br -1.10312 2.48425 0.84846 -0.5 -1.7 0.2 0.041
Br -0.18295 -0.32064 2.32146 -1.0 0.5 -0.7 0.052
H -2.45447 0.29946 1.29582 0.4 0.2 0.0 0.216
C -0.07850 -3.71785 0.33353 -0.2 -0.9 -0.4 -0.460
Br -2.03269 -3.73211 0.04924 1.0 0.1 0.4 0.084
Br 0.68763 -5.00104 -0.96521 -0.1 0.3 0.7 0.053
Br 0.39242 -4.15800 2.19087 -0.2 0.3 -1.0 0.090
H 0.38104 -2.78055 0.01987 -0.4 0.1 0.5 0.228
C -5.50793 1.78211 0.55218 1.1 -1.4 -1.0 -0.185
C -4.80004 1.22437 1.63024 -1.7 0.5 0.2 -0.221
C -5.02252 -0.08407 2.01478 0.1 -1.0 -1.4 -0.213
C -5.73264 -0.96083 1.12211 1.2 0.5 0.1 0.052
C -6.34383 -0.46862 -0.04616 1.6 0.3 1.1 -0.193
C -6.20064 0.90761 -0.30235 -0.6 -0.2 0.5 -0.197
N -5.60720 -2.45496 1.32841 -2.4 -1.1 1.3 0.508
O -6.47896 -3.16435 0.78702 1.6 1.4 0.0 -0.380
O -4.84168 -2.90558 2.17467 -0.1 1.1 -1.1 -0.353
H -5.22332 2.77081 0.22375 -0.5 0.3 0.1 0.232
H -4.21316 1.85847 2.27822 0.2 0.1 0.0 0.229
H -4.48242 -0.39682 2.89619 -0.3 -0.7 0.0 0.249
H -6.70534 -1.11315 -0.83376 -0.3 -0.2 0.3 0.251
H -6.70121 1.20921 -1.21057 0.2 0.6 -0.1 0.222
C 4.48012 1.34928 4.73559 -0.9 -0.4 0.9 -0.183
C 5.03141 0.12091 5.11443 0.9 0.0 -1.0 -0.218
C 4.97503 -0.98549 4.25771 -0.9 -0.4 -1.0 -0.182
C 4.13790 -0.95216 3.09745 0.0 2.8 2.2 0.011
C 3.37514 0.19981 2.95182 0.2 0.6 -0.9 -0.180
C 3.59632 1.38842 3.69700 -0.4 -1.5 -1.4 -0.213
N 3.98778 -2.07376 2.17547 0.8 0.3 2.9 0.541
O 3.50005 -1.90854 1.10869 -0.7 0.1 -1.7 -0.352
O 4.37832 -3.10495 2.67762 0.1 -1.3 -0.7 -0.383
H 4.55409 2.19979 5.39707 0.4 0.1 -0.1 0.219
H 5.64625 0.18129 6.00027 0.1 -0.7 0.0 0.224
H 5.46624 -1.93979 4.37783 0.3 0.2 0.6 0.246
H 2.63323 0.23517 2.16778 0.0 0.0 -0.2 0.239
H 3.06122 2.26039 3.35096 0.0 0.2 0.4 0.227
C 5.23580 -3.35915 -4.45284 1.2 2.0 1.8 -0.167
C 5.22349 -2.37036 -3.36322 -1.3 -2.3 -2.6 -0.201
C 3.96959 -1.96810 -2.96140 -0.6 0.8 0.2 -0.202
C 2.78723 -2.50297 -3.51160 0.2 -0.6 0.7 0.041
C 2.84977 -3.43174 -4.55089 -0.9 0.7 0.9 -0.185
C 4.07881 -3.81116 -5.04284 0.1 0.0 0.1 -0.223
N 1.43482 -2.11569 -2.89420 -0.5 1.5 -2.6 0.522
O 0.44339 -2.66387 -3.38433 1.3 0.1 1.1 -0.367
O 1.36089 -1.08931 -2.21413 0.7 -1.7 -0.1 -0.378
H 6.23702 -3.60992 -4.77075 -0.1 -0.4 -0.4 0.217
H 6.14152 -1.96935 -2.95972 -0.1 0.0 0.0 0.230
H 3.89925 -1.11893 -2.29781 -0.3 -0.2 0.5 0.246
H 1.99738 -3.88424 -5.03573 -0.4 0.3 0.4 0.246
H 3.98497 -4.47025 -5.89324 0.8 -0.2 0.0 0.226
```
Positions in Å, forces in eV/Å.

Properties
E: -463733.66033 eV
LUMO: -0.02408 hartree
Kohn-Sham gap: 7.50 eV
HOMO level: -8.2 eV


[2]
C24H22BrClN5O3Re as an isolated structure. Source: the OMol25 dataset; level of theory: the ωB97M-V functional and the def2-TZVPD basis.

```
57
Properties=species:S:1:pos:R:3:forces:R:3:nbo_charge:R:1
Re -0.15639 0.09355 0.03696 0.8 -1.9 0.6 1.568
Cl 4.01249 -4.94716 3.41210 -0.1 0.3 -0.1 0.164
C 3.16917 -3.58743 2.82531 -0.4 0.0 -0.4 -0.010
C 3.52660 -2.28334 3.24223 -0.1 -0.2 0.0 -0.148
C 2.80847 -1.19910 2.82361 -0.5 0.3 -0.3 -0.180
C 1.70960 -1.32343 1.92848 1.2 -2.2 0.6 0.355
O 1.04738 -0.27908 1.59609 -2.3 1.8 -2.2 -0.549
C 1.38069 -2.65440 1.45670 0.2 0.6 -0.1 -0.169
C 0.21234 -2.89232 0.67929 0.3 -0.3 0.2 0.192
N -0.53867 -1.95964 0.16490 0.7 0.9 -0.1 -0.500
C -1.89979 -2.20618 -0.06753 -1.2 -0.1 0.0 0.149
C -2.47431 -3.37164 -0.53702 0.3 0.5 0.1 -0.175
C -3.86283 -3.53827 -0.47033 -0.3 0.1 0.1 -0.175
C -4.66499 -2.57787 0.09966 0.2 -0.1 -0.1 -0.108
C -4.11617 -1.36270 0.56934 0.6 0.1 -0.1 -0.090
C -4.85862 -0.35347 1.21782 0.2 0.0 -0.1 -0.008
C -4.20956 0.76837 1.68027 0.2 0.0 0.0 -0.254
C -2.83163 0.90116 1.48250 -0.7 0.5 0.3 0.138
N -2.11019 -0.01011 0.85181 1.3 0.3 -0.6 -0.483
C -2.72068 -1.15417 0.42897 -0.5 -1.0 -0.2 0.141
C 2.11042 -3.75117 1.93835 0.3 0.0 0.3 -0.169
H 4.36463 -2.14792 3.90995 0.1 0.0 0.1 0.272
H 3.06222 -0.20411 3.15300 0.0 0.1 0.1 0.250
H -0.12375 -3.92717 0.62541 -0.2 0.1 0.1 0.231
H -1.86279 -4.15462 -0.96159 0.1 -0.1 0.0 0.245
H -4.29917 -4.45405 -0.84085 0.0 0.0 0.0 0.264
H -5.72476 -2.74419 0.20626 -0.2 0.0 0.0 0.258
H -5.92207 -0.47801 1.36222 -0.1 0.0 0.0 0.263
H -4.74706 1.55259 2.19141 0.0 0.0 0.1 0.271
H -2.31413 1.77484 1.85658 0.0 0.0 -0.1 0.232
H 1.83556 -4.74842 1.62391 0.0 -0.1 0.0 0.254
C -0.53568 -0.92167 -5.23039 0.2 -0.3 -0.9 -0.291
O -1.14186 -0.42463 -4.02920 -0.1 0.3 0.8 -0.409
C -0.48439 -0.25734 -2.93198 0.8 -0.5 -0.5 0.941
O -1.09150 0.15305 -1.92191 0.3 0.4 1.8 -0.640
N 0.84031 -0.56231 -2.85663 -0.1 0.0 -0.2 -0.467
N 1.53159 -0.28716 -1.65330 -0.6 0.7 0.5 -0.624
H -1.34225 -0.97678 -5.95977 0.1 0.0 0.2 0.263
H -0.12890 -1.92253 -5.07976 0.0 0.0 0.1 0.207
H 0.22714 -0.23853 -5.60878 -0.1 0.1 0.1 0.213
H 1.38485 -0.80096 -3.67935 -0.1 0.1 0.1 0.440
H 2.13232 0.53807 -1.75651 -0.1 -0.1 -0.1 0.425
H 2.14947 -1.06729 -1.41373 -0.3 0.0 0.0 0.421
C -2.04940 5.29875 0.01756 -0.3 0.3 0.1 -0.650
C -0.82802 4.46413 0.13112 0.4 -0.4 0.0 0.005
C 0.40304 5.03308 0.48590 -0.3 -0.5 -0.1 -0.081
C 1.50764 4.21719 0.60810 0.0 -0.3 0.0 -0.239
C 1.36154 2.85337 0.40349 0.3 -0.1 0.0 0.165
Br 2.92045 1.77576 0.54758 0.0 0.4 -0.2 0.123
N 0.19448 2.26712 0.08977 0.4 -0.3 0.1 -0.561
C -0.86333 3.08559 -0.05971 -0.4 0.7 -0.1 0.032
H -1.84421 6.21545 -0.53530 0.0 -0.1 -0.1 0.262
H -2.36590 5.61157 1.01634 -0.1 0.0 0.0 0.256
H -2.87182 4.76885 -0.45670 0.0 0.0 0.0 0.233
H 0.49120 6.09425 0.66425 0.0 0.1 0.0 0.263
H 2.47127 4.62080 0.87493 0.1 0.0 0.0 0.273
H -1.78687 2.60885 -0.36374 0.0 0.0 0.0 0.213
```
Positions in Å, forces in eV/Å.

Properties
E: -123507.86729 eV
LUMO (spin up / spin down): -0.40061 / -0.42239 hartree
Kohn-Sham gap (spin up / spin down): 5.94 / 5.04 eV
HOMO level (spin up / spin down): -16.8 / -16.5 eV
<S²>: 1.08
Charge: +3
Multiplicity: 2


[3]
The molecule C24H22BrFN4O4S. Source: the OMol25 dataset; level of theory: the ωB97M-V functional and the def2-TZVPD basis.

```
57
Properties=species:S:1:pos:R:3:forces:R:3:nbo_charge:R:1
C -1.19093 -2.16785 -2.49226 0.0 0.0 0.3 -0.618
H -0.27660 -2.60360 -2.88564 0.1 -0.1 -0.1 0.216
H -2.03575 -2.77250 -2.81327 -0.1 -0.1 -0.1 0.215
H -1.30914 -1.17032 -2.90687 0.0 0.1 -0.1 0.210
C -1.12140 -2.12424 -0.96798 0.4 -0.1 -0.5 -0.226
N -2.29185 -1.48702 -0.39361 -0.2 -0.3 0.2 -0.373
C -3.30260 -2.25355 0.03503 -0.4 -0.1 0.2 0.155
C -4.45178 -1.79736 0.61316 -0.1 0.2 0.1 -0.359
C -4.64905 -0.36996 0.84353 0.2 -0.2 -0.1 0.522
O -5.61292 0.13737 1.38892 0.0 0.2 0.0 -0.578
C -3.52325 0.44233 0.34044 0.3 0.1 -0.1 -0.197
C -3.59580 1.82948 0.48761 0.3 0.1 -0.1 -0.198
C -2.59279 2.63517 0.02541 -0.2 -0.2 0.2 0.327
C -1.45534 2.11420 -0.62278 -0.3 -0.2 0.1 0.218
C -1.39449 0.73335 -0.77411 0.0 0.1 0.0 -0.338
C -2.39466 -0.11084 -0.28773 -0.4 0.7 0.2 0.262
H -0.53068 0.30926 -1.24925 0.2 -0.1 0.0 0.221
N -0.49316 2.96960 -1.12018 -0.1 0.0 -0.1 -0.449
C 0.45157 2.55543 -2.12077 0.1 0.0 0.0 -0.223
H 0.00132 1.80130 -2.76597 0.1 0.1 0.0 0.226
H 0.67481 3.43097 -2.74035 0.0 -0.1 0.0 0.201
C 1.74713 2.00603 -1.49388 0.0 -0.4 -0.5 -0.243
N 2.03126 2.74524 -0.27679 0.1 -0.5 0.3 -0.390
C 2.81925 2.32053 0.71020 -0.1 0.4 0.2 0.298
S 3.37309 3.27401 1.94158 0.3 0.2 0.4 -0.217
N 3.30445 0.99914 0.72298 0.3 -0.1 -0.3 -0.649
C 2.62291 -0.18403 0.65692 -0.2 0.0 -0.2 0.679
O 1.47348 -0.30134 0.28596 0.0 0.1 0.3 -0.606
C 3.45225 -1.35447 1.06808 0.0 -0.3 0.1 -0.118
C 3.50302 -2.50078 0.27985 -0.1 0.1 -0.1 -0.057
C 4.23169 -3.60956 0.67417 -0.1 0.0 -0.1 -0.235
C 4.90604 -3.58694 1.88226 0.0 0.1 0.1 -0.178
C 4.85767 -2.45920 2.68597 0.1 0.0 0.0 -0.207
C 4.13877 -1.34980 2.27961 -0.1 0.0 -0.1 -0.195
H 4.08244 -0.48184 2.92105 0.0 0.1 0.1 0.228
H 5.37857 -2.44312 3.63041 0.0 0.0 0.1 0.226
H 5.46781 -4.45352 2.19427 0.1 -0.1 0.0 0.225
H 4.26645 -4.48192 0.03988 0.0 0.0 -0.1 0.235
Br 2.62021 -2.55241 -1.39995 0.1 -0.2 -0.1 0.070
H 4.18328 0.95320 1.22831 -0.2 0.1 -0.1 0.433
C 1.51721 4.09801 -0.28467 -0.3 0.4 0.1 -0.249
H 1.91231 4.61304 -1.16603 0.0 0.0 0.1 0.198
C -0.01937 4.07488 -0.30608 0.1 0.3 0.1 -0.206
H -0.38977 3.95444 0.71326 0.1 0.0 -0.1 0.219
H -0.38940 5.03146 -0.69483 0.1 0.0 0.1 0.202
H 1.86941 4.61920 0.60580 0.0 -0.1 -0.2 0.267
H 2.58368 2.11320 -2.19652 0.0 0.0 0.0 0.198
H 1.61870 0.95139 -1.26102 0.1 0.2 0.0 0.244
F -2.72198 3.97913 0.16106 0.1 -0.2 -0.1 -0.329
H -4.46849 2.25021 0.96269 -0.1 0.1 0.0 0.259
C -5.43244 -2.82404 1.00317 0.1 -0.7 -0.1 0.785
O -5.24145 -4.01505 0.86600 0.0 0.0 0.0 -0.637
O -6.56163 -2.34568 1.51853 -0.4 0.4 0.2 -0.649
H -7.15435 -3.07571 1.75511 0.3 -0.1 -0.2 0.494
H -3.18836 -3.32311 -0.08796 0.1 0.0 0.0 0.236
H -0.22806 -1.59756 -0.63068 -0.1 -0.1 0.1 0.245
H -1.07131 -3.14425 -0.58208 0.0 0.1 0.1 0.213
```
Positions in Å, forces in eV/Å.

Properties
E: -122992.14293 eV
LUMO: -0.00304 hartree
Kohn-Sham gap: 8.00 eV
HOMO level: -8.1 eV
SMILES: CCn1cc(C(=O)O)c(=O)c2cc(F)c(N3CCN(C(=S)NC(=O)c4ccccc4Br)CC3)cc21
ΔE to the lowest compared entry with this formula, charge and spin: 2.3 kcal per mole


[4]
C24H22BrFN4OPdSi as an isolated structure. Source: the OMol25 dataset; level of theory: the ωB97M-V functional and the def2-TZVPD basis.

```
55
Properties=species:S:1:pos:R:3:forces:R:3:nbo_charge:R:1
Pd -0.85237 -3.33497 -1.75974 -0.4 -0.7 1.4 0.818
C 2.02033 -3.73337 -1.44404 -0.4 0.3 -0.7 -1.104
Si 1.35323 -2.79287 -2.98894 0.9 -0.9 -0.2 1.638
C 2.60173 -2.03547 -4.19364 -0.5 -0.4 0.5 -1.108
C 0.00343 -3.91587 -3.86554 0.7 0.8 0.4 -1.071
N 0.73413 -1.28277 -2.20484 0.2 -0.3 0.2 -0.480
C 0.16833 -0.00257 -2.32784 -0.5 0.7 -0.5 0.228
C 0.86543 1.16003 -1.82144 0.3 0.1 -0.1 -0.079
C -0.15317 2.17213 -1.59964 0.0 0.1 0.3 -0.262
C -2.30407 1.68953 -1.45304 -0.4 -0.1 -0.2 -0.212
C -2.91247 0.34413 -1.64894 -0.1 -0.1 -0.6 -0.255
C -2.24847 -0.29637 -2.60294 -0.2 -0.1 0.0 0.424
F -2.40107 -1.61457 -2.94864 -0.2 0.9 -0.1 -0.341
H 2.95713 -4.22207 -1.69604 0.2 -0.2 -0.1 0.280
H 1.33873 -4.52037 -1.08164 0.2 0.2 -0.1 0.250
H 2.22453 -3.05147 -0.61924 0.0 0.1 0.0 0.256
H 3.21913 -2.81057 -4.63604 0.1 -0.2 -0.1 0.276
H 3.27253 -1.34407 -3.69004 0.0 0.1 0.2 0.264
H 2.13023 -1.49897 -5.01334 -0.2 0.0 -0.1 0.263
H 0.40163 -4.92867 -3.95534 0.0 0.0 0.2 0.287
H -0.23867 -3.56527 -4.86804 -0.2 0.2 0.1 0.287
H -1.01187 -4.03187 -3.35034 -0.1 -0.5 -1.1 0.183
H 1.85813 1.13313 -1.42124 0.3 0.0 0.1 0.229
H 0.19443 3.19473 -1.51334 0.0 0.1 -0.1 0.262
H -3.03777 2.47863 -1.31624 0.0 0.1 0.0 0.256
H -3.74387 -0.02237 -1.07594 -0.1 -0.3 0.1 0.254
Br 3.33253 3.53183 7.24136 -0.5 -0.1 -0.3 0.194
C 1.89013 3.14973 6.08976 0.1 0.1 0.1 0.000
C 2.07913 2.23733 5.04196 0.1 0.0 0.1 -0.257
C 1.06983 2.00453 4.14776 -0.4 0.2 0.0 -0.107
C -0.16767 2.68283 4.28646 1.6 -0.2 1.0 -0.006
C -0.35427 3.57903 5.36146 -0.2 -0.2 -0.3 -0.100
C 0.66143 3.79993 6.25906 0.4 -0.1 0.1 -0.242
N -1.10567 2.60123 3.33436 -1.6 -0.3 -1.4 0.044
N -1.25067 1.97213 2.30836 0.1 1.4 1.0 0.009
C -1.04567 0.73073 1.84936 0.3 -1.2 -0.4 -0.002
C -1.07377 -0.40017 2.71696 -0.1 -0.2 -0.1 -0.151
C -1.00057 -1.66237 2.22216 0.1 0.1 0.1 -0.250
C -0.78577 -1.87697 0.83066 0.0 0.5 -0.2 0.433
O -0.86877 -3.02357 0.31366 0.0 -0.1 -0.3 -0.659
C -0.53917 -0.70707 -0.00354 -0.1 -0.7 1.1 0.067
N -0.27157 -0.97637 -1.31284 0.3 0.6 -0.2 -0.146
C -1.05747 0.45413 -3.14834 -0.1 -0.4 -0.1 -0.321
C -1.29457 1.87953 -2.59974 -0.1 0.1 -0.1 -0.190
C -1.13317 1.78843 -0.40544 0.1 0.3 0.1 -0.246
C -0.88797 0.57993 0.44366 0.2 0.5 0.2 0.102
H 3.02753 1.73353 4.93966 0.1 0.0 0.0 0.253
H 1.20313 1.32323 3.32086 0.1 -0.1 0.0 0.216
H -1.30547 4.07733 5.46656 -0.1 0.1 0.0 0.253
H 0.53823 4.48723 7.08316 -0.1 0.0 0.0 0.262
H -1.25027 -0.23777 3.76836 0.0 0.0 0.2 0.247
H -1.13057 -2.53167 2.84926 0.0 0.0 0.1 0.262
H -0.92667 0.37733 -4.22714 0.1 0.0 0.0 0.266
H -1.51607 2.62593 -3.35314 0.0 0.0 -0.1 0.260
H -1.27547 2.63203 0.27156 0.0 -0.1 -0.3 0.265
```
Positions in Å, forces in eV/Å.

Properties
E: -117347.01681 eV
LUMO (spin up / spin down): -0.26933 / -0.31446 hartree
Kohn-Sham gap (spin up / spin down): 6.09 / 5.83 eV
HOMO level (spin up / spin down): -13.4 / -14.4 eV
<S²>: 6.05
Charge: +2
Multiplicity: 5


- Look up the E of the second one.
  -123507.86729 eV